(1)
An isolated molecule of C17H23N3O3, computed with wB97M-V/def2-TZVPD.

Computed properties:
HOMO-LUMO gap in hartree: 0.35567
SMILES: CC(C)OCCCNC(=O)CCc1nc(-c2ccccc2)no1
E_tot in Eh: -1051.58275
E_LUMO in eV: 0.56

Geometry as XYZ:
```
46
Properties=species:S:1:pos:R:3:forces:R:3:nbo_charge:R:1
H 4.46650 -0.94264 -0.49391 0.1398 -0.0323 -0.0011 0.21
H -0.34292 0.95352 -0.99696 0.0039 0.1180 -0.0594 0.18
H 1.25905 1.23761 1.04688 0.0449 -0.0084 0.0393 0.21
N -0.61472 -1.95309 1.85274 0.2031 -0.7333 -0.9464 -0.14
H -2.67951 -0.21471 -1.05164 -0.0362 0.0658 0.0194 0.22
C 0.74429 1.06659 -1.03469 0.0391 0.2198 0.2435 -0.05
C 1.22423 1.88849 0.17072 -0.1579 -0.0387 -0.2211 -0.44
C 2.58751 -0.43623 -1.42716 0.2477 -0.2071 -0.0669 0.11
C -2.10447 -1.06500 -1.38753 0.0768 -0.0705 0.2455 -0.20
H 2.23168 2.26496 -0.01289 0.0702 -0.0212 0.0271 0.21
H -2.78006 -0.94657 -3.41090 -0.0474 0.0325 -0.0419 0.21
H 0.77437 3.77732 1.13512 -0.0770 -0.0304 -0.2010 0.24
C -2.35200 2.19739 3.01926 0.2492 -0.0143 0.1062 -0.48
C -0.57813 -2.86391 -0.89197 -0.1582 0.1183 0.0286 -0.17
C 3.45192 -0.69595 -0.19230 -0.2814 0.2242 -0.2603 -0.63
C -0.64401 -3.27445 -2.20837 0.0248 -0.0834 0.0118 -0.21
H 3.66628 -1.77905 -2.73219 0.1217 -0.0642 -0.0402 0.21
H -3.10637 2.01580 2.25475 -0.0481 0.0134 0.0277 0.23
H -2.77100 2.82384 3.80666 0.0390 -0.0084 -0.0980 0.24
H -1.43019 1.86761 0.72200 -0.0461 0.1034 0.1700 0.42
H 3.03453 -1.52934 0.36693 -0.0310 -0.1179 0.0765 0.21
H 2.30546 -2.51996 -1.86979 -0.0187 -0.1563 0.0593 0.21
H -1.47516 -2.90383 -4.14675 -0.0063 -0.0284 -0.0707 0.21
C -1.90128 0.86926 3.63407 -0.0365 0.0399 0.1960 -0.46
O 1.22287 -0.25096 -1.06679 0.1572 -0.2109 -0.0093 -0.56
H -1.05610 1.02976 4.30797 -0.0731 -0.0143 0.0246 0.25
H 1.00204 1.59452 -1.96639 -0.0951 -0.0390 0.0515 0.16
C 0.28993 3.06539 0.46241 0.3367 0.0685 0.0427 -0.23
H 2.94963 0.46315 -1.94865 -0.0643 -0.0505 0.0455 0.16
H -0.07821 -4.13493 -2.53449 0.0517 -0.0628 -0.0113 0.22
H 0.02946 3.57681 -0.47031 0.0531 0.0664 0.0651 0.19
H -2.71557 0.43925 4.22601 0.0882 0.0061 0.0104 0.25
C -1.22760 -1.30537 0.89755 0.1633 0.1122 1.1105 0.28
C -1.51129 -0.12996 2.61096 -0.0332 -0.2876 -0.4673 0.55
H 0.03180 -3.38364 -0.17049 0.1090 -0.0852 0.0433 0.23
C -1.30551 -1.75141 -0.47710 -0.0591 -0.3048 -0.5896 -0.02
N -1.80636 -0.14352 1.34719 -0.1634 0.2053 0.2686 -0.55
C -1.43103 -2.58273 -3.11615 -0.0173 0.0218 -0.0737 -0.20
H 3.48356 0.17510 0.45623 0.0221 0.0637 0.0993 0.21
C 2.64866 -1.62679 -2.38317 -0.1028 0.4480 0.1640 -0.62
O -0.47171 3.69526 3.08008 0.2312 0.1721 0.3863 -0.63
N -0.91761 2.63773 1.13176 0.0153 -0.0705 -0.4770 -0.63
O -0.79092 -1.19782 2.97189 -0.2949 0.7316 0.4460 -0.27
H 1.99900 -1.45191 -3.23689 -0.0514 -0.0128 -0.1001 0.22
C -1.14801 2.92592 2.42995 -0.5874 -0.0777 -0.1315 0.67
C -2.16300 -1.48155 -2.70366 -0.0014 0.0000 -0.1418 -0.22
```
Forces are in eV/Å.

***

(2)
An isolated molecule of C5H6O2, computed with wB97M-V/def2-TZVPD.

Computed properties:
HOMO-LUMO gap in hartree: 0.32703
SMILES: CC(=O)CC=C=O
E_tot in Eh: -344.55322
E_LUMO in eV: 0.64

Geometry as XYZ:
```
13
Properties=species:S:1:pos:R:3:forces:R:3:nbo_charge:R:1
C 0.32737 0.92132 0.17208 -0.2575 -0.1587 0.3175 -0.50
H -2.39191 0.72700 -0.18511 0.0582 -0.0970 -0.0284 0.23
H 0.04457 1.86348 -0.31092 0.0385 -0.4177 -0.1334 0.24
H 2.60297 1.15449 0.14072 -0.1714 -0.0039 0.0231 0.26
C -0.48414 -0.29054 -0.09952 -0.1044 -0.4155 -0.1647 0.62
C 2.00726 -0.82305 0.13937 1.0653 -0.3706 0.0685 0.73
H -0.09545 0.97124 1.20170 0.4524 0.7100 0.2630 0.24
H -2.42723 -0.99975 0.31757 -0.0252 0.0955 -0.1348 0.25
H -2.09768 -0.57519 -1.36988 -0.1597 0.0491 0.0588 0.25
O 0.09749 -1.35971 0.01966 -0.5223 0.0370 -0.3058 -0.52
O 2.62220 -1.82105 0.18781 -0.2710 0.6795 -0.0640 -0.51
C -1.95342 -0.26090 -0.33261 -0.1740 0.0349 -0.0615 -0.71
C 1.74797 0.49266 0.11913 0.0711 -0.1427 0.1616 -0.59
```
Forces are in eV/Å.